This record from OMol25 describes C44H105AsF8N8NiO12S2 as an isolated structure in a non-equilibrium geometry. The level of theory is ωB97M-V with the def2-TZVPD basis set.

Structure (ORCA input):
```
! wB97M-V def2-TZVPD RIJCOSX def2/J DEFGRID3
* xyz 0 3
Ni -18.761 -20.511 -18.044
As -15.265 -21.641 -19.434
F -14.412 -20.954 -18.118
F -13.834 -22.100 -20.229
F -16.245 -22.302 -20.680
F -16.766 -21.109 -18.638
F -15.207 -20.131 -20.243
F -15.324 -23.117 -18.564
N -18.779 -18.820 -19.140
S -18.308 -18.423 -20.607
O -17.127 -17.647 -20.712
O -19.355 -18.163 -21.534
F -17.810 -19.863 -21.062
S -19.189 -17.238 -18.659
O -20.505 -16.895 -19.048
O -18.196 -16.243 -18.575
F -19.393 -17.628 -17.132
C -13.830 -14.909 -15.406
C -15.061 -14.130 -14.969
C -16.126 -14.226 -16.066
C -17.541 -13.916 -15.564
C -17.896 -14.654 -14.273
C -16.866 -14.498 -13.143
N -15.555 -14.716 -13.725
O -14.544 -14.906 -12.749
C -17.092 -13.146 -12.439
C -17.148 -15.644 -12.160
C -14.655 -12.643 -14.782
H -14.068 -15.978 -15.462
H -13.006 -14.910 -14.691
H -13.437 -14.608 -16.377
H -15.939 -13.458 -16.824
H -16.115 -15.162 -16.613
H -18.247 -14.251 -16.324
H -17.675 -12.837 -15.457
H -18.143 -15.699 -14.460
H -18.808 -14.144 -13.933
H -17.362 -12.367 -13.157
H -17.970 -13.238 -11.795
H -16.252 -12.782 -11.847
H -16.912 -16.588 -12.655
H -16.498 -15.558 -11.284
H -18.158 -15.628 -11.749
H -14.272 -12.208 -15.705
H -13.812 -12.582 -14.083
H -15.492 -12.058 -14.404
H -14.289 -14.021 -12.432
C -16.204 -11.019 -18.760
C -17.290 -11.688 -19.614
C -17.729 -10.604 -20.598
C -18.522 -11.101 -21.777
C -17.779 -12.230 -22.462
C -17.257 -13.350 -21.556
N -16.709 -12.805 -20.315
O -16.108 -13.690 -19.426
C -18.383 -14.390 -21.374
C -16.148 -14.027 -22.334
C -18.478 -12.012 -18.670
H -15.347 -10.755 -19.380
H -15.815 -11.743 -18.037
H -16.600 -10.158 -18.223
H -18.134 -9.733 -20.073
H -16.816 -10.097 -20.962
H -18.705 -10.327 -22.527
H -19.519 -11.373 -21.404
H -17.002 -11.860 -23.137
H -18.457 -12.689 -23.192
H -18.805 -14.743 -22.317
H -17.970 -15.248 -20.846
H -19.248 -14.054 -20.794
H -15.679 -14.837 -21.763
H -16.540 -14.494 -23.241
H -15.325 -13.346 -22.558
H -19.104 -11.141 -18.472
H -18.096 -12.342 -17.694
H -19.141 -12.815 -19.002
H -16.840 -14.177 -19.006
C -20.970 -20.259 -23.511
C -22.431 -19.882 -23.743
C -23.224 -21.165 -23.877
C -24.742 -20.955 -23.805
C -25.084 -20.164 -22.557
C -24.285 -18.844 -22.400
N -22.872 -19.108 -22.568
O -22.154 -17.892 -22.452
C -24.856 -17.805 -23.371
C -24.584 -18.341 -20.984
C -22.445 -19.081 -25.056
H -20.614 -20.978 -24.261
H -20.842 -20.810 -22.572
H -20.275 -19.427 -23.613
H -22.977 -21.652 -24.823
H -22.986 -21.883 -23.080
H -25.294 -21.898 -23.833
H -25.078 -20.440 -24.714
H -24.849 -20.776 -21.678
H -26.127 -19.850 -22.552
H -24.282 -16.884 -23.343
H -25.030 -18.191 -24.376
H -25.890 -17.570 -23.079
H -23.879 -18.737 -20.246
H -24.558 -17.251 -20.934
H -25.580 -18.641 -20.650
H -22.065 -18.069 -24.904
H -23.404 -19.000 -25.567
H -21.735 -19.514 -25.768
H -21.344 -18.139 -21.990
C -14.313 -17.149 -19.301
O -12.943 -16.751 -19.528
H -14.881 -17.246 -20.224
H -14.268 -18.088 -18.758
H -14.735 -16.363 -18.669
H -12.934 -15.817 -19.752
C -17.172 -19.178 -24.406
C -15.679 -19.062 -24.237
C -15.310 -17.642 -23.826
O -13.971 -17.419 -24.199
C -13.459 -16.204 -23.770
N -15.274 -20.074 -23.248
H -17.551 -18.591 -25.249
H -17.701 -18.792 -23.528
H -17.445 -20.219 -24.571
H -15.195 -19.298 -25.186
H -15.490 -17.459 -22.761
H -15.927 -16.946 -24.427
H -12.675 -15.895 -24.460
H -13.023 -16.257 -22.761
H -14.225 -15.417 -23.717
H -15.837 -20.049 -22.407
H -14.322 -19.896 -22.940
C -17.122 -23.070 -14.967
C -17.812 -21.840 -15.552
C -16.890 -20.651 -15.696
O -17.419 -19.656 -16.552
C -16.387 -18.700 -16.854
N -18.585 -22.137 -16.816
H -16.173 -23.256 -15.480
H -17.739 -23.968 -15.007
H -16.912 -22.891 -13.911
H -18.586 -21.614 -14.804
H -15.937 -21.031 -16.088
H -16.705 -20.218 -14.709
H -16.232 -18.058 -15.987
H -16.685 -18.050 -17.672
H -15.512 -19.246 -17.199
H -19.388 -22.678 -16.499
H -18.026 -22.838 -17.321
C -22.185 -21.902 -20.258
C -21.185 -20.950 -19.613
C -21.703 -20.387 -18.291
O -20.651 -20.107 -17.365
C -21.076 -19.663 -16.090
N -19.844 -21.600 -19.436
H -22.488 -22.666 -19.533
H -21.737 -22.414 -21.112
H -23.066 -21.382 -20.634
H -21.016 -20.113 -20.295
H -22.537 -20.943 -17.844
H -22.162 -19.412 -18.515
H -20.210 -19.366 -15.502
H -21.681 -20.406 -15.565
H -21.650 -18.730 -16.168
H -19.477 -21.925 -20.335
H -20.073 -22.519 -19.031
C -22.399 -11.696 -18.878
C -22.431 -12.686 -20.043
C -22.444 -14.141 -19.633
O -23.568 -14.343 -18.800
C -23.674 -15.650 -18.370
N -23.600 -12.338 -20.912
H -22.354 -10.674 -19.247
H -21.582 -11.844 -18.170
H -23.320 -11.850 -18.302
H -21.578 -12.464 -20.698
H -21.544 -14.318 -19.025
H -22.502 -14.772 -20.527
H -24.471 -15.702 -17.632
H -22.735 -16.004 -17.916
H -23.885 -16.356 -19.185
H -24.439 -12.441 -20.337
H -23.701 -13.087 -21.597
*
```

Computed properties:
E (eV): -229113.00714
Lowest unoccupied orbital energy (spin up / spin down) (eV): -0.786 / -0.817
<S²>: 2.004
M (g mol⁻¹): 1288.10

Atomic partial charges in e from the Mulliken method, atoms 1 to 99: 0.669, 2.224, -0.475, -0.517, -0.493, -1.175, -0.410, -0.516, 2.005, 0.024, -0.084, -0.917, -0.391, -1.256, 0.063, 0.611, -0.376, -1.798, 1.725, 1.372, -0.633, -1.359, 1.769, 0.351, -0.504, -1.750, -1.932, -1.918, 0.320, 0.389, 0.381, -0.962, -0.654, 0.380, 0.463, 0.005, 0.394, 0.394, 0.454, 0.245, 0.386, 0.400, 0.393, 0.411, 0.473, 0.332, 0.355, -1.735, 1.896, -1.631, 0.041, -1.393, 2.959, -0.140, -0.248, -1.054, -2.490, -0.551, 0.468, 0.102, 0.363, 0.518, 0.390, 0.518, -0.389, 0.435, 0.406, 0.821, -0.417, -0.414, 0.044, 0.483, 0.635, 0.478, -0.269, -0.233, 0.253, -2.263, 2.217, -1.169, -0.955, -1.284, 1.487, 1.217, -0.524, -1.939, -1.490, -1.905, 0.543, -0.161, 0.788, 0.477, 0.221, 0.440, 0.339, 0.388, 0.511, 0.346, 0.407